Below is an isolated ion of composition C7H12 and charge +1 at a distorted geometry, with properties calculated with the ωB97M-V functional and the def2-TZVPD basis.

Positions of all 19 atoms, in Å:
C1 0.55214 1.88224 -0.85102
C2 0.85263 1.20314 0.50656
C3 -0.39612 0.43083 1.02208
C4 -1.03991 0.89654 2.13500
C5 -0.02772 -2.29638 -1.54816
C6 0.01384 -1.83600 -0.10303
C7 -0.77704 -0.78081 0.35468
H1 1.53716 2.18203 -1.25399
H2 0.10839 1.17310 -1.55709
H3 0.17187 2.89166 -0.71937
H4 0.98101 2.00396 1.22719
H5 1.68175 0.48911 0.47248
H6 -0.55539 1.68285 2.70606
H7 -1.91861 0.39652 2.52544
H8 0.93675 -2.05192 -1.98213
H9 -0.80384 -1.75137 -2.07564
H10 -0.17203 -3.37816 -1.46845
H11 0.65828 -2.31903 0.64117
H12 -1.80316 -0.81831 -0.03178

Atoms 1-3, force components in eV/Å:
C 2.2311 -0.1317 0.1744
C -1.6994 -0.5277 0.2059
C 0.9491 0.6011 0.7353

Summary:
<S²> = 0.78
Kohn-Sham gap (alpha / beta) = 8.68 / 7.46 eV
E_LUMO (alpha / beta) = -5.4150 / -7.2765 eV
Total charge = +1
Maximum force = 2.242 eV/Å
Spin multiplicity = 2
Energy relative to the best compared isomer or geometry (same formula, charge and spin) = 129.8 kJ/mol

Mulliken atomic charge list, values in e, 2 entries:
1 C -0.9831
2 C -0.5706